No. 1
{
  "formula": "C4H5NO2",
  "method": "ωB97M-V/def2-TZVPD",
  "species": ["C", "C", "C", "C", "H", "H", "H", "H", "H", "N", "O", "O"],
  "coordinates": [[-1.118, 0.096, -0.007], [-0.031, -0.167, 1.010], [1.228, 0.358, -0.770], [0.146, 0.923, -0.006], [-1.097, -1.731, -0.454], [-2.045, 0.530, 0.211], [-0.113, -0.027, 2.068], [1.677, 0.986, -1.441], [0.081, 2.000, 0.262], [1.614, -0.734, -0.431], [-1.094, -0.948, -1.028], [0.751, -1.287, 0.586]],
  "atomic_forces_ev_per_a": [[2.01, -1.97, -1.62], [-1.04, -0.62, -0.21], [-1.74, 3.47, 0.28], [-1.47, 1.08, 1.39], [0.11, -0.20, -0.72], [-1.14, 0.53, 0.32], [-0.09, -0.03, 0.34], [1.63, 0.78, -1.94], [0.22, -0.96, -0.33], [1.74, -5.55, 0.64], [-1.23, 1.31, 1.62], [1.00, 2.16, 0.23]],
  "spin_multiplicity": 1,
  "energy_ha": -360.51937,
  "orbital_gap_ev": 10.63,
  "smiles": "O[C@@H]1[C@@H]2C=NO[C@H]12",
  "relative_energy_ev": 4.0832
}

***

No. 2
{
  "formula": "C4H5NO2",
  "method": "ωB97M-V/def2-TZVPD",
  "species": ["O", "C", "C", "C", "N", "C", "O", "H", "H", "H", "H", "H"],
  "coordinates": [[1.084, 1.977, 1.599], [1.180, 1.458, 0.504], [0.438, 0.265, 0.133], [-0.866, -0.218, 0.676], [-0.807, -1.479, -0.146], [-0.462, -0.993, -1.346], [0.286, 0.071, -1.266], [1.886, 1.837, -0.264], [0.417, -1.355, 0.256], [-0.848, -0.465, 1.735], [-1.752, 0.386, 0.425], [-0.556, -1.485, -2.307]],
  "atomic_forces_ev_per_a": [[0.06, -0.15, -0.36], [-0.03, 0.00, 0.21], [-0.04, 0.28, 0.22], [0.03, 0.11, 0.18], [-0.03, -0.06, -0.25], [0.08, -0.08, 0.07], [-0.09, -0.10, -0.06], [-0.08, 0.00, 0.09], [-0.02, -0.05, -0.04], [0.00, 0.05, -0.16], [0.11, -0.06, 0.00], [0.01, 0.06, 0.12]],
  "spin_multiplicity": 1,
  "energy_ha": -360.50403,
  "orbital_gap_ev": [8.81, 8.81],
  "relative_energy_ev": 4.5003
}

***

No. 3
{
  "formula": "C4H5NO2",
  "method": "ωB97M-V/def2-TZVPD",
  "species": ["O", "C", "C", "O", "N", "C", "C", "H", "H", "H", "H", "H"],
  "coordinates": [[0.114, -0.096, 2.516], [-0.908, -0.241, 1.899], [-1.040, 0.005, 0.395], [-2.091, -0.234, -0.162], [0.054, 0.590, -0.201], [0.370, 0.374, -1.586], [1.306, -0.070, -0.509], [-1.857, -0.578, 2.360], [0.591, 1.270, -2.158], [-0.217, -0.384, -2.103], [1.374, -1.142, -0.339], [2.206, 0.498, -0.285]],
  "atomic_forces_ev_per_a": [[-0.45, -0.10, -0.32], [0.32, -0.02, 0.34], [-0.18, 0.01, -0.31], [0.39, 0.10, 0.27], [-0.24, 0.00, 0.10], [-0.07, 0.03, -0.28], [0.22, -0.11, 0.03], [0.12, 0.03, -0.04], [-0.01, -0.13, 0.08], [0.13, 0.11, 0.08], [-0.04, 0.16, 0.09], [-0.19, -0.09, -0.05]],
  "spin_multiplicity": 1,
  "energy_ha": -360.59861,
  "orbital_gap_ev": 9.73,
  "smiles": "O=CC(=O)N1CC1",
  "relative_energy_ev": 1.9269
}

***

No. 4
{
  "formula": "C4H5NO2",
  "method": "ωB97M-V/def2-TZVPD",
  "species": ["C", "C", "C", "O", "N", "C", "O", "H", "H", "H", "H", "H"],
  "coordinates": [[1.366, -0.141, 1.310], [0.319, -0.574, 0.416], [-0.769, -0.842, -0.223], [-1.380, -1.977, -0.574], [-1.339, 0.392, -0.458], [-0.659, 1.432, -1.018], [0.544, 1.654, -0.989], [2.044, 0.564, 0.820], [0.970, 0.280, 2.242], [1.928, -1.051, 1.573], [-2.183, -1.702, -1.048], [-1.362, 2.136, -1.499]],
  "atomic_forces_ev_per_a": [[-0.08, 0.04, -0.03], [-0.18, 0.11, -0.07], [0.31, 0.05, 0.22], [-0.11, 0.17, -0.12], [0.19, 0.04, -0.01], [0.17, 0.00, 0.06], [-0.42, -0.15, -0.03], [-0.11, -0.14, 0.06], [0.05, -0.09, -0.16], [-0.06, 0.10, -0.04], [0.13, -0.06, 0.07], [0.12, -0.07, 0.04]],
  "spin_multiplicity": 1,
  "energy_ha": -360.51949,
  "orbital_gap_ev": 8.25,
  "relative_energy_ev": 4.0798
}

***

No. 5
{
  "formula": "C4H5NO2",
  "method": "ωB97M-V/def2-TZVPD",
  "species": ["N", "C", "C", "C", "O", "C", "O", "H", "H", "H", "H", "H"],
  "coordinates": [[-2.356, -0.503, -0.679], [-1.165, -0.138, -0.529], [0.112, -0.864, -0.373], [0.946, 0.008, 0.199], [2.194, -0.110, 0.667], [0.224, 1.311, 0.397], [-0.974, 1.181, -0.309], [-0.125, 1.364, 1.441], [-2.330, -1.505, -0.791], [0.252, -1.920, -0.575], [2.485, -1.022, 0.534], [0.737, 2.198, 0.018]],
  "atomic_forces_ev_per_a": [[-0.23, -0.71, -0.40], [-0.46, -0.09, 0.23], [-0.06, 0.14, 0.06], [-0.32, 0.11, -0.11], [0.05, -0.21, -0.07], [0.10, 0.31, 0.44], [0.11, 0.14, -0.58], [0.91, 0.49, 0.09], [-0.40, -0.47, -0.21], [-0.03, 0.24, 0.00], [0.11, 0.13, 0.08], [0.21, -0.08, 0.49]],
  "spin_multiplicity": 1,
  "energy_ha": -360.62175,
  "orbital_gap_ev": 9.57,
  "smiles": "[H]/N=C1\\C=C(O)CO1",
  "relative_energy_ev": 1.2972
}

***

No. 6
{
  "formula": "C4H5NO2",
  "method": "ωB97M-V/def2-TZVPD",
  "species": ["O", "C", "C", "O", "N", "C", "C", "H", "H", "H", "H", "H"],
  "coordinates": [[-1.740, 2.579, -0.015], [-0.844, 1.854, -0.357], [-0.152, 0.920, 0.644], [-0.319, 0.997, 1.836], [0.707, 0.021, 0.023], [0.182, -1.083, -0.773], [0.820, -1.312, 0.556], [-0.476, 1.803, -1.404], [0.736, -1.293, -1.683], [-0.901, -1.217, -0.846], [0.164, -1.544, 1.393], [1.823, -1.725, 0.625]],
  "atomic_forces_ev_per_a": [[0.51, -0.37, -0.29], [-0.49, 0.45, 0.13], [-0.04, -0.09, 0.46], [0.08, 0.03, -0.52], [-0.14, 0.06, 0.12], [-0.07, -0.16, -0.28], [0.05, -0.22, 0.23], [-0.07, 0.02, 0.17], [-0.08, 0.00, 0.12], [0.29, 0.14, 0.10], [0.12, 0.04, -0.13], [-0.16, 0.10, -0.11]],
  "spin_multiplicity": 1,
  "energy_ha": -360.59375,
  "orbital_gap_ev": 9.66,
  "smiles": "O=CC(=O)N1CC1",
  "relative_energy_ev": 2.0590
}

***

No. 7
{
  "formula": "C4H5NO2S",
  "method": "ωB97M-V/def2-TZVPD",
  "species": ["C", "C", "C", "C", "N", "O", "O", "S", "H", "H", "H", "H", "H"],
  "coordinates": [[-0.420, 0.267, -0.066], [0.810, 0.633, 0.502], [-1.332, 1.240, -0.310], [-1.037, -1.193, -0.173], [2.466, -0.185, 0.023], [2.601, -1.230, -0.605], [3.418, 0.402, 0.638], [-2.539, -1.367, 0.722], [1.109, 1.741, 0.512], [-2.329, 0.990, -0.327], [-1.234, 2.262, 0.026], [-1.193, -1.623, -1.170], [-0.320, -1.938, 0.228]],
  "atomic_forces_ev_per_a": [[-0.74, -1.15, -1.43], [2.90, 0.08, 0.48], [1.10, 1.07, 0.35], [2.38, -0.30, 0.05], [-1.63, 2.33, 1.76], [0.24, 0.73, 0.50], [-1.17, -1.53, -1.58], [-1.82, -0.57, 0.94], [-0.07, -1.90, -0.35], [-2.18, -0.88, -0.13], [0.78, 0.48, -0.30], [0.16, 0.95, -0.37], [0.06, 0.70, 0.09]],
  "total_charge": -2,
  "spin_multiplicity": 1,
  "energy_ha": -758.58541,
  "orbital_gap_ev": 5.10,
  "relative_energy_ev": 5.6660
}

***

No. 8
{
  "formula": "C4H5NO2S",
  "method": "ωB97M-V/def2-TZVPD",
  "species": ["C", "C", "C", "C", "H", "H", "H", "H", "H", "N", "O", "O", "S"],
  "coordinates": [[1.318, 0.758, 0.714], [-0.745, 0.096, -1.023], [-1.255, -0.768, -0.105], [-2.657, -1.248, -0.303], [4.282, 1.221, 0.795], [0.529, 0.866, 1.446], [-1.351, 0.430, -1.858], [-0.669, -1.121, 0.754], [-3.140, -1.840, 0.543], [2.511, 0.858, 1.160], [3.519, 0.993, 0.231], [-3.240, -0.975, -1.335], [0.897, 0.729, -1.019]],
  "atomic_forces_ev_per_a": [[0.98, 0.14, -0.64], [0.19, -0.82, 1.38], [0.21, 0.50, -0.42], [0.08, 0.43, -0.27], [-0.45, -0.28, -0.44], [-0.05, -0.44, -0.02], [0.08, -0.14, 0.00], [-0.29, 0.14, -0.42], [0.42, 0.47, -0.87], [-0.91, 0.52, 0.54], [0.10, -0.17, 0.04], [-0.21, -0.55, 0.89], [-0.13, 0.21, 0.21]],
  "spin_multiplicity": 1,
  "energy_ha": -758.73981,
  "orbital_gap_ev": 8.66,
  "smiles": "O=C/C=C/S/C=N\\O",
  "relative_energy_ev": 3.8177
}

***

No. 9
{
  "formula": "C4H5NO2S",
  "method": "ωB97M-V/def2-TZVPD",
  "species": ["C", "C", "C", "C", "N", "O", "O", "S", "H", "H", "H", "H", "H"],
  "coordinates": [[1.825, 0.292, 0.068], [0.847, -0.267, -0.551], [-2.044, 0.824, 1.742], [2.175, -0.443, -1.241], [-1.356, -0.185, 1.730], [-1.228, -1.931, -1.049], [-1.572, 0.562, -1.173], [-0.946, -0.602, -0.564], [2.258, 0.803, 0.955], [-2.356, 1.188, 2.787], [-2.318, 1.177, 0.686], [2.259, 0.075, -2.217], [2.458, -1.494, -1.174]],
  "atomic_forces_ev_per_a": [[0.61, 0.10, 0.48], [-1.42, 0.11, 0.17], [-1.31, 1.19, -0.63], [-1.36, -0.35, -0.23], [1.89, -2.51, -1.73], [0.31, 0.59, 0.43], [0.14, -0.51, 0.26], [0.51, 1.17, 2.05], [-0.55, -0.52, -1.05], [0.22, -0.05, -1.75], [-0.28, 0.67, 1.48], [0.43, -0.26, 0.79], [0.81, 0.38, -0.27]],
  "spin_multiplicity": 1,
  "energy_ha": -758.61105,
  "orbital_gap_ev": [8.32, 8.31],
  "relative_energy_ev": 7.3215
}

***

No. 10
{
  "formula": "C4H5NO2S",
  "method": "ωB97M-V/def2-TZVPD",
  "species": ["C", "C", "C", "C", "H", "H", "H", "H", "H", "N", "O", "O", "S"],
  "coordinates": [[-0.062, 1.243, -0.044], [-1.264, 0.440, 0.421], [-0.908, -0.995, 0.391], [0.513, -1.074, 0.005], [2.432, -0.492, -0.930], [-0.204, 1.723, -1.049], [0.211, 1.980, 0.680], [-1.879, 0.881, 1.178], [-1.160, -1.736, 1.154], [0.957, 0.192, -0.098], [2.173, 0.387, -0.733], [1.289, -2.009, -0.145], [-2.099, -0.541, -0.831]],
  "atomic_forces_ev_per_a": [[0.40, -0.43, -1.38], [-0.07, 0.37, -0.36], [0.05, -1.23, 1.39], [1.49, 0.03, -0.25], [0.62, -2.00, -0.37], [0.12, -0.40, 0.88], [0.21, 0.60, 0.45], [-0.22, -0.08, 0.35], [-0.36, 0.42, -0.15], [-0.32, 0.63, -0.25], [-0.83, 2.30, 0.52], [-0.74, -0.26, -0.17], [-0.35, 0.05, -0.67]],
  "spin_multiplicity": 1,
  "energy_ha": -758.77775,
  "orbital_gap_ev": 9.88,
  "smiles": "O=C1[C@@H]2S[C@@H]2CN1O",
  "relative_energy_ev": 2.7855
}

***

Number 4 is which compound? C4H5NO2

***

Number 8 is which compound? C4H5NO2S